ORCA calculation (ωB97M-V with the def2-TZVPD basis set) on an isolated molecule of C3H10N2P2.

Output
Relative energy (zero: lowest compared OMol25 entry of this formula, charge and spin)   73.27 kJ/mol
E_LUMO   0.1 eV
HOMO level   -8.67 eV
Spin multiplicity   1
Charge   0
Calculated total energy   -24828.4257 eV
SMILES   C/P=N/P(C)(C)=N
Kohn-Sham gap   8.80 eV

Geometry as XYZ:
```
17
Properties=species:S:1:pos:R:3:forces:R:3
C -2.479853 1.563818 1.890264 -1.7 3.2 -1.9
P -2.001547 0.525382 0.478925 -2.4 0.5 -0.7
N -0.541454 0.248839 0.792544 4.0 -1.4 -2.6
P 0.385498 -0.658489 -0.771728 -0.9 0.1 4.5
C 1.709192 -1.541609 0.196536 0.8 2.9 -1.9
C 1.393356 0.627565 -1.542112 1.3 -2.2 -2.4
N -0.334654 -1.817904 -1.518778 -2.3 0.7 0.0
H -3.207709 1.094183 2.517061 -0.2 -0.1 0.7
H -1.632775 2.024714 2.303532 1.5 -0.4 1.4
H -2.934180 2.637918 1.547220 0.2 -2.7 0.1
H 2.165147 -1.814773 -0.762095 0.6 -1.1 0.5
H 2.479853 -1.005946 0.809948 -1.1 -0.2 -0.5
H 1.187130 -2.291442 0.686728 -0.5 -1.6 0.8
H 1.906883 0.035804 -2.447761 -1.4 1.3 1.6
H 1.089798 1.602823 -1.868618 -0.6 0.2 0.0
H 2.213302 0.660658 -0.863836 0.6 0.7 0.7
H -1.397987 -1.891542 -1.447831 2.2 0.3 -0.4
```
Positions in Å, forces in eV/Å.